DFT (the ωB97M-V functional and the def2-TZVPD basis) results for a molecular structure, C65H75AsAuGeOP.

Its net charge is +3. The total energy is -200982.46913 eV. For the largest force on an atom, the calculation gives 0.67 eV Å⁻¹. The energy above the lowest of the compared OMol25 structures with the same formula, charge and spin comes out at 3.5 kJ/mol. As for the multiplicity: 2.

Atoms and positions in Å:
Au -0.187 0.445 -0.197
C -5.357 -2.849 0.750
C -4.212 -2.023 1.363
C -3.879 -2.525 2.765
C -3.049 -2.048 0.409
C -2.928 -1.075 -0.555
C -1.985 -1.156 -1.584
C -2.332 -0.399 -2.856
C -2.778 -1.384 -3.952
C -1.322 0.599 -3.410
C -0.963 -2.202 -1.513
C -1.164 -3.277 -0.600
C -2.166 -3.158 0.339
C -0.398 -4.590 -0.639
C 0.036 -5.073 0.752
C -1.278 -5.676 -1.278
C 0.129 -2.256 -2.529
C -0.035 -3.212 -3.534
C 0.862 -3.334 -4.581
C 1.970 -2.505 -4.628
C 2.169 -1.578 -3.619
C 1.269 -1.429 -2.563
P 1.712 -0.290 -1.210
C 2.594 1.233 -1.871
C 1.860 1.749 -3.116
C 4.075 1.026 -2.221
C 2.511 2.332 -0.794
C 2.813 -1.281 -0.081
C 3.882 -2.076 -0.843
C 1.912 -2.285 0.635
C 3.455 -0.380 0.975
H -6.239 -2.782 1.387
H -5.077 -3.902 0.676
H -5.623 -2.494 -0.246
H -4.546 -0.981 1.430
H -3.620 -3.587 2.767
H -4.753 -2.414 3.407
H -3.066 -1.960 3.221
H -3.668 -0.290 -0.588
H -3.225 0.165 -2.585
H -1.926 -1.837 -4.454
H -3.346 -0.832 -4.701
H -3.423 -2.174 -3.564
H -0.435 0.102 -3.804
H -1.786 1.144 -4.234
H -1.026 1.330 -2.657
H -2.301 -3.964 1.051
H 0.486 -4.466 -1.265
H -0.783 -5.588 1.259
H 0.371 -4.261 1.398
H 0.852 -5.791 0.662
H -2.164 -5.854 -0.665
H -0.724 -6.613 -1.341
H -1.618 -5.420 -2.280
H -0.909 -3.848 -3.514
H 0.693 -4.073 -5.352
H 2.686 -2.587 -5.436
H 3.057 -0.965 -3.656
H 1.786 1.008 -3.912
H 2.429 2.594 -3.509
H 0.860 2.112 -2.876
H 4.233 0.379 -3.082
H 4.673 0.653 -1.394
H 4.480 2.004 -2.491
H 1.481 2.533 -0.494
H 2.914 3.249 -1.229
H 3.093 2.108 0.097
H 3.434 -2.829 -1.491
H 4.500 -2.598 -0.109
H 4.543 -1.456 -1.444
H 1.412 -2.941 -0.073
H 1.145 -1.793 1.242
H 2.523 -2.910 1.291
H 4.188 0.313 0.570
H 3.981 -1.023 1.686
H 2.708 0.196 1.529
C 1.647 -4.882 5.334
C 2.500 -3.854 5.715
C 2.226 -2.552 5.332
C 1.071 -2.268 4.583
C 0.219 -3.315 4.210
C 0.508 -4.614 4.579
Ge 0.628 -0.463 4.321
C 1.880 0.909 4.602
C 1.375 2.160 4.993
C 2.241 3.192 5.307
C 3.612 2.997 5.199
C 4.127 1.771 4.786
C 3.268 0.732 4.485
C -1.206 0.021 4.517
C -2.077 0.564 3.576
C -3.382 0.851 3.946
C -3.813 0.607 5.244
C -2.944 0.067 6.183
C -1.641 -0.244 5.821
H 1.866 -5.898 5.636
H 3.375 -4.070 6.314
H 2.890 -1.757 5.647
H -0.684 -3.105 3.645
H -0.154 -5.422 4.299
H 0.303 2.302 5.084
H 1.857 4.147 5.641
H 4.289 3.806 5.444
H 5.197 1.635 4.712
H 3.673 -0.224 4.176
H -1.748 0.763 2.560
H -4.068 1.262 3.218
H -4.832 0.833 5.527
H -3.283 -0.126 7.192
H -0.984 -0.689 6.564
O -1.697 1.698 0.482
As -2.665 3.057 0.225
C -4.518 2.625 0.302
C -5.277 2.966 1.417
C -6.625 2.634 1.459
C -7.212 1.975 0.389
C -6.460 1.655 -0.736
C -5.115 1.984 -0.782
C -2.233 3.784 -1.478
C -0.881 3.943 -1.777
C -0.509 4.517 -2.980
C -1.485 4.939 -3.878
C -2.829 4.791 -3.573
C -3.211 4.215 -2.367
C -2.265 4.331 1.579
C -1.148 4.158 2.387
C -0.800 5.162 3.279
C -1.560 6.320 3.362
C -2.671 6.491 2.545
C -3.020 5.500 1.641
H -4.827 3.493 2.250
H -7.219 2.901 2.323
H -8.266 1.730 0.419
H -6.930 1.170 -1.582
H -4.542 1.776 -1.676
H -0.123 3.633 -1.067
H 0.538 4.654 -3.216
H -1.193 5.397 -4.814
H -3.584 5.131 -4.269
H -4.263 4.113 -2.131
H -0.555 3.254 2.311
H 0.077 5.051 3.905
H -1.282 7.100 4.059
H -3.257 7.398 2.603
H -3.873 5.651 0.989

These are the Löwdin partial charges, in e, on atoms 1 to 6: 0.843 -0.027 -0.364 -0.048 -0.125 -0.005


DFT (the ωB97M-V functional and the def2-TZVPD basis) results for 12 unconnected molecules or ions with the total composition C65H95N11O4.

The total energy is -93523.96059 eV. For the largest force on an atom, the calculation gives 5.13 eV Å⁻¹. The energy above the lowest of the compared OMol25 structures with the same formula, charge and spin comes out at 0.0 kJ/mol. As for the SMILES: CCCCCCCCCCCCCCCCCC[C@H]1OC(=O)O[C@H]1O.c1cc[nH]c1.c1cc[nH]c1.c1cc[nH]c1.c1cc[nH]c1.c1cc[nH]c1.c1cc[nH]c1.c1cc[nH]c1.c1cc[nH]c1.c1cc[nH]c1.c1cc[nH]c1.c1cc[nH]c1.

Atoms and positions in Å:
C -1.933 -3.267 2.621
C -1.297 -1.899 2.627
C -0.816 -1.432 1.258
C -0.289 -2.510 0.340
C 0.013 -1.926 -1.042
C 1.514 -1.645 -1.219
C 1.840 -0.329 -1.902
C 1.298 0.875 -1.187
C 1.522 2.174 -1.976
C 0.403 3.191 -1.776
C 0.392 3.676 -0.330
C -0.962 3.814 0.351
C -1.935 2.672 0.142
C -3.198 2.901 0.953
C -4.120 1.708 0.922
C -5.058 1.760 -0.291
C -6.460 2.200 0.083
C -7.545 1.769 -0.892
C -7.518 0.348 -1.373
O -6.619 0.064 -2.444
C -6.263 -1.234 -2.340
O -5.889 -1.977 -3.280
O -6.343 -1.599 -1.029
C -7.383 -0.849 -0.422
O -7.052 -0.583 0.884
H -2.423 -3.518 3.547
H -2.657 -3.357 1.825
H -1.181 -4.013 2.427
H -0.496 -1.882 3.349
H -2.049 -1.201 2.968
H -1.604 -0.907 0.744
H -0.011 -0.730 1.419
H 0.611 -2.943 0.754
H -0.999 -3.308 0.201
H -0.281 -2.660 -1.776
H -0.591 -1.049 -1.202
H 2.003 -1.670 -0.259
H 1.910 -2.460 -1.801
H 1.476 -0.369 -2.920
H 2.916 -0.242 -1.971
H 1.761 0.980 -0.218
H 0.241 0.812 -0.993
H 2.465 2.623 -1.711
H 1.570 1.894 -3.018
H -0.509 2.693 -2.064
H 0.579 3.995 -2.474
H 1.058 3.076 0.261
H 0.834 4.663 -0.335
H -1.459 4.741 0.111
H -0.763 3.857 1.416
H -2.241 2.699 -0.890
H -1.495 1.719 0.375
H -3.708 3.735 0.494
H -2.941 3.195 1.962
H -4.726 1.681 1.811
H -3.537 0.806 0.870
H -4.661 2.473 -0.998
H -5.045 0.799 -0.774
H -6.686 1.843 1.074
H -6.500 3.277 0.139
H -7.437 2.366 -1.783
H -8.524 1.944 -0.489
H -8.500 0.210 -1.814
H -8.294 -1.426 -0.448
H -7.675 -1.014 1.462
N -2.717 -5.700 -0.968
C -1.614 -5.969 -1.733
C -1.936 -5.720 -3.040
C -3.285 -5.279 -3.066
C -3.738 -5.275 -1.774
H -2.768 -5.797 0.028
H -0.700 -6.315 -1.281
H -1.277 -5.842 -3.884
H -3.857 -4.997 -3.932
H -4.694 -5.007 -1.361
N 4.718 1.136 1.797
C 4.947 0.523 0.596
C 5.628 -0.639 0.840
C 5.825 -0.726 2.247
C 5.252 0.384 2.809
H 4.240 2.009 1.914
H 4.602 0.962 -0.324
H 5.950 -1.346 0.095
H 6.329 -1.512 2.783
H 5.180 0.700 3.836
N 7.846 4.212 0.768
C 6.901 3.273 0.448
C 6.321 3.656 -0.732
C 6.941 4.870 -1.138
C 7.878 5.185 -0.194
H 8.427 4.192 1.584
H 6.728 2.424 1.081
H 5.541 3.127 -1.252
H 6.725 5.443 -2.024
H 8.562 6.014 -0.123
N -1.638 2.480 -4.924
C -2.309 1.335 -4.587
C -3.600 1.463 -5.022
C -3.712 2.735 -5.649
C -2.485 3.338 -5.572
H -0.674 2.663 -4.722
H -1.811 0.532 -4.070
H -4.378 0.727 -4.906
H -4.591 3.157 -6.106
H -2.144 4.297 -5.922
N 3.606 -6.030 -1.684
C 4.704 -6.292 -2.456
C 4.366 -6.049 -3.760
C 3.010 -5.621 -3.774
C 2.570 -5.618 -2.478
H 3.565 -6.126 -0.687
H 5.626 -6.627 -2.014
H 5.017 -6.164 -4.610
H 2.427 -5.346 -4.636
H 1.614 -5.355 -2.058
N -3.373 -10.207 -2.680
C -3.803 -8.921 -2.504
C -5.155 -8.901 -2.710
C -5.558 -10.231 -3.018
C -4.435 -11.013 -2.991
H -2.423 -10.513 -2.595
H -3.112 -8.134 -2.251
H -5.786 -8.031 -2.647
H -6.556 -10.572 -3.236
H -4.301 -12.066 -3.167
N -6.509 5.231 -8.494
C -5.628 5.595 -9.476
C -5.044 4.455 -9.958
C -5.596 3.359 -9.239
C -6.497 3.871 -8.346
H -7.075 5.865 -7.964
H -5.493 6.628 -9.746
H -4.304 4.409 -10.737
H -5.357 2.317 -9.364
H -7.127 3.387 -7.620
N 9.630 0.635 2.803
C 9.743 -0.726 2.806
C 10.667 -1.072 3.754
C 11.130 0.134 4.350
C 10.471 1.169 3.742
H 9.022 1.156 2.201
H 9.156 -1.327 2.134
H 10.977 -2.074 3.995
H 11.862 0.229 5.134
H 10.527 2.232 3.898
N -1.041 -3.290 7.697
C -0.464 -2.752 6.580
C 0.261 -3.735 5.965
C 0.111 -4.918 6.741
C -0.697 -4.610 7.802
H -1.627 -2.793 8.340
H -0.620 -1.719 6.321
H 0.833 -3.624 5.060
H 0.547 -5.882 6.542
H -1.056 -5.214 8.617
N 0.143 5.684 3.935
C 0.762 5.585 5.151
C -0.203 5.647 6.120
C -1.457 5.784 5.460
C -1.205 5.802 4.115
H 0.606 5.674 3.047
H 1.831 5.488 5.223
H -0.032 5.599 7.182
H -2.427 5.858 5.921
H -1.869 5.888 3.272
N 4.512 4.661 5.727
C 4.556 4.955 7.063
C 5.741 5.591 7.311
C 6.440 5.686 6.076
C 5.656 5.104 5.118
H 3.759 4.189 5.265
H 3.744 4.689 7.716
H 6.072 5.949 8.271
H 7.407 6.131 5.913
H 5.811 4.970 4.061

These are the Löwdin partial charges, in e, on atoms 1 to 6: -0.120 -0.251 -0.212 -0.215 -0.182 -0.191